{"formula": "C9H11NOS", "method": "ωB97M-V/def2-TZVPD", "total_charge": 0, "homo_energy_ev": -7.853, "relative_energy_kj_mol": 417.4, "fmax_ev_per_a": 5.3, "smiles": "CN1C(C)(C)[C@]12SC=CC2=C=O", "spin_multiplicity": 1, "species": ["C", "N", "C", "C", "C", "C", "S", "C", "C", "C", "C", "O", "H", "H", "H", "H", "H", "H", "H", "H", "H", "H", "H"], "positions_angstrom": [[-1.47461, -0.95287, -1.30179], [-1.25006, 0.19061, -0.45807], [-0.64152, 0.03140, 0.91883], [-1.34593, 0.76910, 1.97497], [-0.30622, -1.42317, 1.37818], [0.11308, 0.59948, -0.22778], [0.25621, 2.40251, -0.24330], [1.75601, 2.27152, -1.23057], [2.04948, 1.04338, -1.62171], [1.42351, 0.02658, -0.76009], [2.01577, -1.13412, -0.63661], [2.59764, -2.15790, -0.72366], [-2.29394, -0.61019, -1.91256], [-0.58764, -1.30890, -1.75109], [-2.05814, -1.70794, -0.65883], [-0.85258, 0.58629, 2.91436], [-2.36617, 0.41223, 2.06567], [-1.55300, 1.83228, 1.91939], [-1.07055, -1.96831, 1.01179], [-0.20704, -1.36371, 2.43099], [0.68679, -1.57485, 0.91424], [2.03941, 3.16348, -1.79397], [3.06950, 0.87309, -2.20839]], "forces_ev_per_angstrom": [[-3.05, -0.37, 2.30], [1.20, 0.03, 0.85], [-0.39, -1.44, -1.30], [-0.92, 0.85, 0.97], [2.95, 4.26, -0.92], [0.42, 0.66, 1.52], [1.55, 0.01, -0.52], [-2.12, 1.58, -1.02], [4.03, -0.63, -0.06], [-1.37, 0.47, -0.80], [0.81, -2.01, -0.71], [-0.87, 1.66, 0.50], [0.29, -0.21, -1.27], [0.64, -0.72, -0.80], [1.30, 0.39, -1.00], [0.15, 0.10, 0.53], [-0.20, -0.69, 0.06], [0.72, 0.37, -0.63], [-2.10, -2.60, -0.79], [0.03, -0.57, 0.94], [-0.75, -0.99, 0.60], [0.30, -0.20, 0.53], [-2.60, 0.07, 1.05]], "lowdin_charge": [-0.066, -0.054, -0.451, -0.058, 0.042, -0.587, 0.984, -0.392, -0.157, -0.205, -0.143, 0.175, 0.078, 0.073, 0.109, 0.078, 0.093, 0.069, 0.032, 0.076, 0.071, 0.070, 0.163]}

=====

{"formula": "C12H27Cl2F3NNbO3S", "method": "ωB97M-V/def2-TZVPD", "total_charge": 0, "homo_energy_ev": -7.272, "fmax_ev_per_a": 1.9, "spin_multiplicity": 1, "species": ["C", "C", "Cl", "C", "Cl", "Nb", "S", "O", "O", "C", "F", "F", "F", "H", "H", "H", "H", "H", "H", "H", "C", "C", "N", "C", "C", "C", "C", "C", "O", "C", "H", "H", "H", "H", "H", "H", "H", "H", "H", "H", "H", "H", "H", "H", "H", "H", "H", "H", "H", "H"], "positions_angstrom": [[0.18093, -1.73675, -2.90938], [-1.23678, -2.12002, -3.26171], [-1.42200, -2.99093, -4.75589], [-2.28019, -1.83732, -2.50906], [-1.86800, -0.89912, -1.03227], [-4.46135, -2.39742, -2.89231], [-4.15841, -4.87069, -2.26646], [-3.47014, -5.04337, -0.99926], [-5.48980, -5.44063, -2.20912], [-3.24292, -5.95894, -3.49440], [-3.51801, -5.68987, -4.74333], [-3.64727, -7.20864, -3.27669], [-1.94864, -5.96984, -3.28793], [0.83655, -2.32666, -3.54736], [0.35484, -2.08898, -1.89544], [0.36608, -0.67105, -3.00251], [-4.23649, -2.69789, -4.68040], [-6.26103, -2.60244, -2.98648], [-4.74795, -2.07389, -1.09804], [-4.76154, -0.64743, -3.19990], [-0.24954, 1.29540, 1.06691], [0.43971, 2.39011, 1.84942], [1.45382, 1.89327, 2.86171], [0.72726, 1.02965, 3.85915], [1.98353, 3.05864, 3.67304], [2.79994, 4.10730, 2.93641], [2.54932, 1.01577, 2.27484], [3.36221, 1.54478, 1.10416], [2.54546, 1.79133, -0.01659], [3.01524, 2.82677, -0.87427], [-0.87626, 0.66841, 1.70018], [-0.90861, 1.74861, 0.32731], [0.44187, 0.65598, 0.52499], [-0.30187, 2.95534, 2.41802], [0.93702, 3.08714, 1.18546], [-0.09763, 1.60301, 4.27376], [1.42771, 0.75078, 4.64282], [0.36274, 0.13700, 3.36262], [2.57795, 2.63214, 4.48047], [1.10454, 3.52997, 4.11129], [3.84133, 3.80956, 2.84043], [2.81086, 5.02093, 3.53122], [2.40489, 4.36460, 1.95616], [2.05381, 0.09642, 1.96850], [3.21737, 0.78397, 3.10508], [4.08037, 0.76009, 0.83495], [3.94813, 2.42062, 1.37523], [4.07718, 3.03450, -0.73421], [2.43947, 3.73917, -0.68695], [2.84428, 2.52065, -1.90420]], "forces_ev_per_angstrom": [[-0.14, -1.25, -0.43], [1.15, 0.37, -0.08], [0.05, 0.00, 0.05], [-1.48, 0.67, 0.96], [-0.05, -0.05, -0.16], [0.39, 0.80, -0.56], [-0.05, -0.65, 1.11], [1.13, 0.11, -0.06], [-0.76, -0.07, -0.96], [-0.83, -1.04, 1.17], [-0.05, 0.76, -1.15], [-0.45, -0.79, 0.24], [1.35, 0.62, -0.08], [0.24, 0.34, -0.12], [0.14, 0.32, 0.19], [0.02, 0.08, 0.03], [-0.44, -0.33, -0.33], [0.12, 0.74, 0.38], [-0.32, -0.34, 0.02], [0.08, -0.18, -0.09], [-0.06, -0.27, 0.07], [-0.26, 0.10, -0.23], [-0.04, -0.08, 0.33], [0.15, -0.01, -0.14], [0.10, 0.23, -0.17], [0.23, 0.02, 0.05], [-0.13, 0.07, -0.17], [0.03, -0.01, -0.25], [0.12, 0.10, 0.16], [-0.24, 0.01, -0.05], [-0.07, 0.04, -0.05], [0.04, 0.04, 0.01], [0.01, 0.08, -0.08], [0.12, -0.03, 0.16], [0.15, -0.10, -0.01], [-0.02, -0.04, 0.00], [-0.03, 0.00, 0.01], [-0.05, 0.03, 0.02], [-0.07, -0.06, 0.01], [-0.05, -0.13, 0.00], [-0.02, -0.02, -0.11], [-0.13, -0.04, 0.03], [-0.02, -0.01, 0.00], [0.00, 0.01, 0.01], [0.01, -0.01, -0.02], [0.03, -0.07, 0.28], [-0.05, 0.08, 0.01], [0.01, -0.07, 0.00], [0.10, 0.06, -0.02], [0.01, -0.03, 0.02]], "lowdin_charge": [-0.173, -0.876, 0.638, -0.834, 0.484, 1.115, 0.427, -0.426, -0.423, -0.800, 0.116, 0.111, 0.120, 0.054, 0.052, 0.070, -0.162, -0.140, -0.136, -0.142, -0.080, -0.156, -0.264, 0.013, -0.157, -0.048, -0.062, -0.196, -0.199, -0.064, 0.080, 0.091, 0.069, 0.138, 0.107, 0.119, 0.112, 0.107, 0.132, 0.131, 0.077, 0.095, 0.077, 0.137, 0.145, 0.145, 0.098, 0.094, 0.087, 0.098]}

=====

{"formula": "C5H7N", "method": "ωB97M-V/def2-TZVPD", "total_charge": 0, "homo_energy_ev": -7.994, "relative_energy_kj_mol": 650.4, "fmax_ev_per_a": 0.5, "spin_multiplicity": 1, "species": ["C", "C", "C", "N", "C", "C", "H", "H", "H", "H", "H", "H", "H"], "positions_angstrom": [[1.49907, 0.02842, 0.16542], [0.46827, 0.18197, -0.81344], [-0.34632, -1.00317, -0.75568], [-1.49285, -0.67892, -0.22665], [-1.61811, 0.75918, 0.10262], [-0.41734, 1.23092, -0.47871], [0.54204, 0.05348, 1.29832], [2.09477, -0.88451, 0.21968], [2.03053, 0.91689, 0.50740], [-0.06176, -2.03077, -0.96736], [-2.23240, -1.33461, -0.01120], [-0.39338, 0.51569, 1.25795], [-0.07252, 2.24542, -0.29835]], "forces_ev_per_angstrom": [[0.11, 0.05, -0.03], [-0.12, -0.11, 0.17], [-0.10, 0.06, 0.12], [0.03, -0.09, -0.02], [0.39, -0.12, -0.21], [-0.10, 0.15, 0.19], [-0.09, -0.01, 0.02], [-0.14, 0.16, -0.03], [-0.11, -0.14, -0.05], [-0.05, 0.16, 0.04], [0.13, 0.10, -0.04], [0.11, -0.05, -0.12], [-0.06, -0.15, -0.05]], "lowdin_charge": [-0.044, -0.353, -0.077, 0.006, -0.103, -0.225, 0.106, 0.076, 0.084, 0.139, 0.137, 0.156, 0.097]}